No. 1
11 unconnected molecules or ions with the total composition C23H33F6N5O28 in a non-equilibrium geometry, computed with wB97M-V/def2-TZVPD.

Each line ends with the Löwdin charge.
CARTESIAN COORDINATES (ANGSTROEM)
O -30.415 4.093 -1.539  0.1256
C -29.906 2.982 -1.423  -0.5349
O -29.415 2.187 -2.360  0.0866
C -29.153 0.861 -1.859  -0.0107
C -29.255 1.136 -0.338  -0.3339
F -28.035 1.006 0.212  0.0814
O -29.675 2.432 -0.224  0.1615
H -29.957 0.189 -2.160  0.1353
H -28.243 0.305 -2.086  0.1312
H -29.909 0.398 0.127  0.1705
O -35.201 8.582 -1.401  0.1595
C -35.106 7.949 -2.428  -0.5661
O -35.808 6.912 -2.710  0.0926
C -35.462 6.315 -3.927  -0.0474
C -34.659 7.449 -4.648  -0.3161
F -35.456 8.026 -5.548  0.0971
O -34.467 8.325 -3.581  0.1215
H -34.818 5.440 -3.839  0.0923
H -36.354 6.135 -4.527  0.1464
H -33.667 7.138 -4.977  0.1285
O -26.892 3.739 -4.109  0.1600
C -26.230 2.722 -4.198  -0.5012
O -25.211 2.459 -5.068  0.1003
C -24.546 1.282 -4.689  -0.0693
C -25.424 0.690 -3.628  -0.3650
F -24.726 0.419 -2.564  0.1345
O -26.380 1.683 -3.426  0.1565
H -24.357 0.589 -5.508  0.1394
H -23.506 1.445 -4.409  0.1479
H -25.866 -0.237 -3.992  0.1732
O -28.546 8.746 -8.426  0.1626
C -28.057 7.646 -8.467  -0.5427
O -27.722 6.926 -9.506  0.0972
C -27.231 5.682 -9.107  -0.0654
C -26.971 5.860 -7.621  -0.3305
F -25.691 6.274 -7.525  0.0858
O -27.764 6.938 -7.320  0.1219
H -27.977 4.941 -9.395  0.1181
H -26.308 5.482 -9.651  0.1463
H -27.173 4.973 -7.020  0.1685
O -25.248 6.497 -3.935  0.1434
C -26.076 6.299 -3.066  -0.6042
O -25.890 5.758 -1.872  0.0956
C -27.238 5.518 -1.309  -0.0141
C -27.988 6.704 -1.893  -0.3643
F -27.630 7.665 -1.150  0.1582
O -27.325 6.759 -3.177  0.1156
H -27.576 4.536 -1.640  0.1110
H -27.366 5.446 -0.229  0.1463
H -29.070 6.575 -1.881  0.1390
O -32.037 10.985 -0.255  0.1583
C -31.748 9.810 -0.265  -0.5146
O -31.853 8.976 -1.305  0.0730
C -31.714 7.618 -0.882  -0.0369
C -31.116 7.781 0.529  -0.3121
F -29.826 7.444 0.554  0.0854
O -31.307 9.142 0.858  0.1335
H -32.688 7.129 -0.911  0.1299
H -30.988 7.207 -1.583  0.0999
H -31.654 7.183 1.266  0.1672
C -31.120 9.980 -6.385  0.0366
N -31.863 9.632 -7.623  -0.3970
O -32.545 10.485 -8.180  0.0655
O -31.644 8.509 -8.110  0.0151
H -30.421 9.190 -6.110  0.0702
H -31.824 10.201 -5.584  0.1074
H -30.429 10.774 -6.668  0.1057
C -29.800 5.310 -4.668  0.0841
N -31.034 6.274 -4.582  -0.3932
O -31.233 7.083 -5.461  0.0549
O -31.742 6.143 -3.642  0.0506
H -29.940 4.378 -5.215  0.0864
H -29.420 5.012 -3.690  0.0567
H -29.056 5.956 -5.133  0.0809
C -30.959 5.887 -9.600  0.0520
N -30.668 4.480 -9.247  -0.4079
O -31.223 3.564 -9.858  0.0518
O -30.062 4.349 -8.178  0.0269
H -30.492 6.517 -8.842  0.0754
H -32.036 5.991 -9.729  0.1145
H -30.477 6.097 -10.555  0.1112
C -33.891 3.833 -2.113  0.0416
N -35.132 3.623 -1.281  -0.3697
O -36.163 4.291 -1.523  0.0612
O -35.006 2.797 -0.318  0.0234
H -33.509 4.844 -1.971  0.0908
H -34.220 3.493 -3.095  0.0902
H -33.154 3.137 -1.713  0.0855
C -33.502 2.582 -6.985  0.0683
N -32.826 3.453 -5.965  -0.3939
O -32.254 2.886 -5.038  0.0420
O -32.814 4.685 -6.080  0.0488
H -34.513 2.949 -7.162  0.1042
H -33.685 1.672 -6.414  0.0931
H -32.796 2.412 -7.798  0.0977

Properties
- HOMO energy (eV) = -10.62
- charge = 0
- gap between HOMO and LUMO (eV) = 9.78
- energy above the lowest of the compared OMol25 structures with the same formula, charge and spin (eV) = 0.9873
- E (hartree) = -3875.4455

No. 2
3 unconnected molecules or ions with the total composition C23H33F7N2O10S4 in a non-equilibrium geometry, computed with wB97M-V/def2-TZVPD.

Each line ends with the Löwdin charge.
CARTESIAN COORDINATES (ANGSTROEM)
C -0.102 -2.983 3.728  0.0243
C -0.622 -2.157 2.567  -0.1351
C -0.260 -0.557 2.581  -0.0488
C 1.189 -0.003 1.958  -0.0803
S 2.453 -1.179 1.160  0.8709
O 3.848 -0.442 1.121  -0.3304
O 2.607 -2.411 2.083  -0.3418
C 1.967 -1.562 -0.607  -0.2366
F 2.937 -0.801 -1.481  0.0008
F 0.643 -0.947 -0.848  0.0070
C 2.103 -3.133 -1.048  -0.0929
F 3.318 -3.814 -0.459  0.0319
F 2.305 -3.224 -2.537  0.0264
C 0.826 -4.084 -0.663  -0.1248
F 1.100 -5.421 -1.314  0.0260
F -0.479 -3.638 -1.201  0.0517
F 0.770 -4.398 0.814  0.0303
C 1.419 1.636 2.095  -0.0384
O 2.632 2.307 1.600  -0.1474
C 2.339 3.279 0.535  -0.2239
C 1.362 2.714 -0.655  -0.0912
C 0.255 2.608 2.782  -0.1104
N 0.247 4.106 3.026  -0.2797
S -1.264 4.574 3.774  0.9072
N -2.184 3.091 3.960  -0.2405
C -1.192 2.088 3.358  -0.1529
C -1.371 0.464 3.226  -0.0773
O -2.660 -0.123 3.717  -0.1544
C -3.474 -0.188 2.458  -0.2027
C -4.812 0.754 2.561  -0.1763
C -5.627 0.578 1.134  -0.2547
C -6.074 -0.999 0.848  -0.1516
H -0.771 -3.764 4.288  0.0750
H 1.019 -2.883 4.113  0.0875
H -1.224 -2.663 1.673  0.1156
H 3.369 3.567 0.030  0.1392
H 1.869 4.293 0.940  0.1192
H 0.294 3.205 -0.589  0.0846
H 1.253 1.543 -0.692  0.0657
H 1.862 3.041 -1.684  0.0940
H -2.831 0.226 1.541  0.1401
H -3.675 -1.321 2.245  0.1213
H -5.476 0.522 3.516  0.1268
H -4.507 1.899 2.643  0.1084
H -4.862 0.924 0.287  0.1138
H -6.583 1.257 1.061  0.1054
H -6.837 -1.001 -0.051  0.0743
H -5.141 -1.661 0.509  0.0747
H -6.589 -1.433 1.823  0.0865
C -4.725 3.848 -3.386  -0.0755
C -4.158 4.975 -2.543  -0.2780
O -5.152 5.544 -1.704  -0.2657
S -5.565 4.759 -0.337  0.6144
C -6.455 6.094 0.424  -0.1208
O -4.371 4.500 0.438  -0.2973
O -6.508 3.712 -0.670  -0.2919
H -4.999 2.991 -2.763  0.0696
H -3.991 3.509 -4.123  0.0815
H -5.631 4.171 -3.908  0.0866
H -3.298 4.636 -1.955  0.1142
H -3.803 5.772 -3.204  0.1242
H -5.762 6.912 0.623  0.0747
H -6.880 5.726 1.360  0.0781
H -7.254 6.414 -0.247  0.0759
C 5.507 -3.412 -2.615  -0.0704
C 6.091 -4.811 -2.549  -0.2704
O 7.392 -4.856 -3.117  -0.2678
S 8.650 -4.312 -2.235  0.6246
C 9.940 -4.994 -3.246  -0.1261
O 8.658 -4.991 -0.957  -0.2862
O 8.701 -2.869 -2.339  -0.2873
H 6.053 -2.727 -1.960  0.0821
H 4.459 -3.416 -2.303  0.0356
H 5.575 -3.010 -3.631  0.0923
H 6.100 -5.188 -1.521  0.1177
H 5.463 -5.489 -3.136  0.1259
H 9.870 -6.083 -3.221  0.0736
H 10.898 -4.670 -2.835  0.0761
H 9.826 -4.620 -4.265  0.0740

Properties
- HOMO energy (eV) = -8.58
- charge = 0
- gap between HOMO and LUMO (eV) = 6.41
- energy above the lowest of the compared OMol25 structures with the same formula, charge and spin (eV) = 18.3720
- E (hartree) = -4049.0809

No. 3
3 unconnected molecules or ions with the total composition C23H33FN2O4S in a non-equilibrium geometry, computed with wB97M-V/def2-TZVPD.

Each line ends with the Löwdin charge.
CARTESIAN COORDINATES (ANGSTROEM)
H 1.088 -0.225 -1.503  0.0442
N 1.480 -0.995 -0.921  0.1104
C 0.734 -0.979 0.238  -0.2861
C 1.081 -2.117 1.408  -0.0710
C -0.510 0.037 0.565  -0.1843
N -1.831 -0.330 -0.071  -0.2380
C -1.988 -1.812 -0.315  -0.2015
C -3.515 -2.322 -0.611  -0.1904
C -4.237 -1.678 -1.928  -0.2154
C -3.247 -0.907 -2.977  -0.2080
C -2.206 -1.931 -3.791  -0.1560
C -0.831 -1.033 -4.089  -0.1830
O 0.035 -1.798 -5.000  -0.1242
C 0.747 -2.875 -4.265  -0.2686
C 0.250 -4.436 -4.344  -0.0258
O 1.854 -2.537 -3.553  -0.0370
S -3.054 0.328 0.987  0.9010
O -3.409 -0.573 2.194  -0.3251
O -4.406 0.673 0.264  -0.3296
F -2.478 1.866 1.592  -0.2451
H 2.228 -2.115 1.639  0.0849
H 0.820 -3.202 1.007  0.0925
H 0.457 -1.971 2.389  0.0815
H -0.206 1.095 0.108  0.1466
H -0.544 0.195 1.728  0.1258
H -1.307 -2.250 -1.170  0.1359
H -1.647 -2.353 0.692  0.1381
H -4.248 -2.221 0.324  0.1210
H -3.442 -3.497 -0.804  0.1256
H -5.158 -1.013 -1.578  0.1130
H -4.732 -2.587 -2.523  0.1202
H -2.693 0.037 -2.535  0.1081
H -3.954 -0.471 -3.839  0.1236
H -1.992 -2.922 -3.209  0.0894
H -2.671 -2.125 -4.873  0.1330
H -0.344 -0.786 -3.059  0.0999
H -1.061 -0.002 -4.605  0.1491
H 0.963 -5.173 -3.742  0.1078
H -0.841 -4.626 -3.965  0.0768
H 0.282 -4.760 -5.481  0.1026
C 4.897 1.068 1.063  -0.0999
C 4.509 0.482 -0.142  -0.0959
C 5.310 0.620 -1.275  -0.0890
C 6.498 1.348 -1.205  -0.0978
C 6.882 1.941 -0.002  -0.1016
C 6.082 1.800 1.132  -0.1020
H 4.276 0.954 1.947  0.0950
H 3.582 -0.083 -0.197  0.0602
H 5.009 0.161 -2.213  0.1030
H 7.124 1.453 -2.087  0.0989
H 7.804 2.513 0.051  0.0985
H 6.383 2.261 2.070  0.0978
C -1.867 4.877 5.996  -0.0975
C -0.488 5.048 5.881  -0.1001
C 0.227 4.332 4.922  -0.0987
C -0.437 3.439 4.080  -0.0950
C -1.815 3.261 4.201  -0.0940
C -2.531 3.980 5.157  -0.0886
H -2.425 5.440 6.739  0.0992
H 0.030 5.741 6.539  0.0991
H 1.301 4.468 4.830  0.0988
H 0.119 2.883 3.330  0.0934
H -2.332 2.561 3.548  0.0728
H -3.605 3.843 5.250  0.1018

Properties
- HOMO energy (eV) = -9.22
- charge = 0
- gap between HOMO and LUMO (eV) = 8.11
- E (hartree) = -1804.3813

HOMO energy of number 3 (C23H33FN2O4S)?
-9.22 eV